Version i
Molecular formula: C3H8NOS
Method: DFT, ωB97M-V/def2-TZVPD

```
14
C3H8NOS | the Open Molecules 2025 dataset | ωB97M-V/def2-TZVPD
S 1.48866 0.18361 -0.42997
O -0.98566 -0.74115 0.52856
N -1.88702 1.82564 -0.09269
C -0.86896 1.23432 -0.65734
C -0.37255 -0.22435 -0.51182
C 1.94700 -1.17322 0.56953
H -0.44013 -1.57007 0.82651
H -0.40776 -0.69049 -1.47201
H 1.28830 -2.02169 0.09764
H 1.68806 -1.20153 1.63046
H -1.83928 2.87538 -0.28454
H -0.06427 1.72753 -1.06736
H 2.91342 -1.56056 0.31460
H -2.45980 1.33657 0.54842
```

As for the highest occupied orbital energy: -0.4880 hartree. The SMILES is CS[C@@H](O)C=[NH2+]. Its total charge is +1. The LUMO energy is -5.17 eV. The gap between HOMO and LUMO comes out at 0.2980 Eh.

***

Version ii
Molecular formula: C3H8NOS
Method: DFT, ωB97M-V/def2-TZVPD

```
14
C3H8NOS | the Open Molecules 2025 dataset | ωB97M-V/def2-TZVPD
S -0.61747 -1.35393 1.05944
O 0.16466 -1.08292 -1.36830
N -1.96248 0.77746 0.84414
C -1.17769 1.35955 0.02344
C 1.75924 -0.21790 0.13731
C 0.49757 -0.89054 -0.12474
H 1.93348 0.34453 1.09836
H 2.55840 -0.94883 0.31245
H -2.80116 1.35194 1.12872
H 1.93262 0.59115 -0.56965
H 0.62107 -0.73942 -2.23172
H -1.24077 -2.23211 0.30638
H -1.31303 2.40470 -0.35085
H -0.35444 0.63632 -0.26498
```

As for the highest occupied orbital energy: -0.5146 hartree. Its total charge is +1. The LUMO energy is -4.94 eV. The gap between HOMO and LUMO comes out at 0.3331 Eh.

***

Quick one: most stable of them? version i

***

Version i
Molecular formula: C3H8NOS
Method: DFT, ωB97M-V/def2-TZVPD

```
14
C3H8NOS | the Open Molecules 2025 dataset | ωB97M-V/def2-TZVPD
S 1.45112 0.87401 0.33323
O -1.18213 0.62276 1.44612
N -0.85870 1.19739 -1.20113
C 0.13106 -1.02208 -0.53601
C 1.46918 -0.94866 0.16339
C -0.07349 0.48688 -0.42858
H -0.70790 2.19104 -1.07630
H -1.61609 0.84797 -1.75379
H 1.60003 -1.59141 1.14092
H -0.60781 -1.60955 -0.07416
H 0.20177 -1.22476 -1.54691
H 2.37599 -1.23393 -0.42257
H -1.35703 -0.01424 2.07050
H -0.82601 1.42458 1.88528
```

As for the highest occupied orbital energy: -0.5197 hartree. Its total charge is +1. The LUMO energy is -3.88 eV. The gap between HOMO and LUMO comes out at 0.3771 Eh.

***

Version ii
Molecular formula: C3H8NOS
Method: DFT, ωB97M-V/def2-TZVPD

```
14
C3H8NOS | the Open Molecules 2025 dataset | ωB97M-V/def2-TZVPD
S -1.29762 1.88318 -0.10754
O -0.06918 -0.67442 1.55636
N -2.13414 0.35859 -1.25729
C -0.14108 -0.85532 0.25871
C 0.14664 -2.01729 1.11818
C -1.54630 -0.95730 -0.46887
H -2.00900 0.63645 -2.20570
H 0.65029 -0.37020 -0.16672
H 1.16474 -2.40442 1.34017
H -3.16684 0.55282 -1.14083
H -1.48719 -1.60042 -1.49250
H -0.63685 -2.80012 1.15240
H -2.33521 2.64010 0.27260
H -2.39949 -1.35488 0.04546
```

As for the highest occupied orbital energy: -0.5367 hartree. The SMILES is S[NH2+]C[C@@H]1CO1. Its total charge is +1. The LUMO energy is -5.95 eV. The gap between HOMO and LUMO comes out at 0.3180 Eh.

***

Version iii
Molecular formula: C3H8NOS
Method: DFT, ωB97M-V/def2-TZVPD

```
14
C3H8NOS | the Open Molecules 2025 dataset | ωB97M-V/def2-TZVPD
S -2.81722 -0.76776 0.58515
O 1.18524 0.88778 0.82196
N -0.97874 -0.54329 0.73556
C -0.39424 -0.33396 -0.54007
C 0.73064 0.67278 -0.49971
C 2.08857 0.23120 -0.08633
H 0.53562 1.48550 -1.12358
H 2.28894 -0.79521 -0.15530
H 2.87732 0.79087 -0.50834
H -0.81843 -1.40086 1.24973
H -0.28179 0.17267 1.41680
H -1.23991 0.20140 -1.12732
H -2.97080 0.58412 0.28587
H -0.20520 -1.18525 -1.05442
```

As for the highest occupied orbital energy: -0.5478 hartree. The SMILES is S[NH2+]C[C@@H]1CO1. Its total charge is +1. The LUMO energy is -4.93 eV. The gap between HOMO and LUMO comes out at 0.3665 Eh.

***

Quick one: most stable of them? version i

***

Version i
Molecular formula: C3H9NO3
Method: DFT, ωB97M-V/def2-TZVPD

```
16
C3H9NO3 | the Open Molecules 2025 dataset | ωB97M-V/def2-TZVPD
O -3.00760 0.54615 -0.47995
O 4.52414 1.35375 0.45419
O -0.35214 -2.61063 -1.29103
N -1.63538 1.34590 1.04418
C -0.63991 -0.08147 -0.76201
C -1.87458 0.83525 -0.21474
C -0.98198 -1.61287 -0.44408
H -2.02751 -1.85146 -0.58177
H -0.56564 0.05299 -1.83552
H 0.45568 -2.93593 -0.88062
H 0.26772 0.42418 -0.32904
H -2.49483 1.47406 1.63878
H -0.80211 1.87570 1.31850
H -0.69426 -1.84005 0.67885
H 4.35131 1.84245 1.30002
H 5.47708 1.18197 0.38425
```

As for the highest occupied orbital energy: -0.3571 hartree. The SMILES is NC(=O)CCO.O. Its total charge is 0. The LUMO energy is 0.56 eV. The gap between HOMO and LUMO comes out at 0.3775 Eh.

***

Version ii
Molecular formula: C3H9NO3
Method: DFT, ωB97M-V/def2-TZVPD

```
16
C3H9NO3 | the Open Molecules 2025 dataset | ωB97M-V/def2-TZVPD
O 1.70719 -0.08372 -2.05439
O 1.82560 -2.35414 2.49175
O -0.39191 -0.37544 -2.74655
N -1.13656 1.07718 -0.39985
C -0.01195 0.17625 -0.42001
C 0.35932 -0.14284 -1.84570
C -1.73543 1.21383 0.91646
H 1.97065 -1.59861 1.89309
H 0.87393 0.51891 0.12751
H 1.79866 -0.36764 -2.98169
H -2.43196 2.04833 0.89419
H -1.01169 1.44424 1.71373
H 1.53825 -3.05849 1.88679
H -0.32339 -0.75929 0.05204
H -0.81363 1.97959 -0.72240
H -2.21709 0.28184 1.19501
```

As for the highest occupied orbital energy: -0.3460 hartree. The SMILES is CNCC(=O)O.O. Its total charge is 0. The LUMO energy is 0.49 eV. The gap between HOMO and LUMO comes out at 0.3639 Eh.

***

Version iii
Molecular formula: C3H9NO3
Method: DFT, ωB97M-V/def2-TZVPD

```
16
C3H9NO3 | the Open Molecules 2025 dataset | ωB97M-V/def2-TZVPD
O -2.07273 0.39870 0.15546
O 0.72044 2.57901 -0.55063
O 0.25439 -1.02087 0.65387
N 0.67603 0.01506 -0.61573
C -0.07687 1.65176 -0.72599
C 0.97934 -2.22075 0.61854
C -1.30134 1.53874 0.31782
H 2.06208 -2.04937 0.73715
H 0.44432 -0.56858 -1.41589
H -0.80982 1.58997 1.29212
H -1.51799 -0.35336 0.43453
H -1.92733 2.41826 0.15557
H -0.54855 1.52147 -1.72778
H 0.80231 -2.79906 -0.30546
H 0.63272 -2.81678 1.47433
H 1.68300 0.11580 -0.49791
```

As for the highest occupied orbital energy: -0.2989 hartree. The SMILES is CO[NH2+][C@H]([O-])CO. Its total charge is 0. The LUMO energy is -0.47 eV. The gap between HOMO and LUMO comes out at 0.2817 Eh.

***

Quick one: most stable of them? version ii

***

Version i
Molecular formula: C3H9NO3
Method: DFT, ωB97M-V/def2-TZVPD

```
16
C3H9NO3 | the Open Molecules 2025 dataset | ωB97M-V/def2-TZVPD
O -1.55942 -0.57364 1.33081
O -0.31267 -2.24684 0.75908
O -1.91511 1.62858 0.66135
N -0.02466 0.79774 -0.87587
C -0.45350 -1.07661 0.79219
C 0.63893 -0.11967 0.12056
C 1.84871 -0.89350 -0.41139
H -0.71506 0.24126 -1.45985
H -0.82488 1.62150 -0.11351
H 1.46927 -1.49625 -1.22528
H 2.23693 -1.55402 0.31187
H 0.99024 0.47835 0.97054
H 0.51498 1.37664 -1.36925
H -1.70367 0.48733 1.16446
H -2.77525 1.57902 0.29558
H 2.58517 -0.24989 -0.95128
```

As for the highest occupied orbital energy: -0.3579 hartree. Its total charge is 0. The LUMO energy is 0.32 eV. The gap between HOMO and LUMO comes out at 0.3697 Eh.

***

Version ii
Molecular formula: C3H9NO3
Method: DFT, ωB97M-V/def2-TZVPD

```
16
C3H9NO3 | the Open Molecules 2025 dataset | ωB97M-V/def2-TZVPD
O -0.61823 1.39836 -3.97152
O -0.65282 1.90051 0.43229
O 0.69934 -0.04840 -1.19274
N 0.04881 -0.95972 2.40178
C -0.57879 1.07515 1.30898
C -0.27766 -0.41754 1.09144
C 0.71815 -0.80824 -0.04100
H 0.54272 0.90383 -1.02434
H -0.78952 1.40228 2.34006
H 0.39241 -1.81841 -0.29114
H -0.20486 -1.93793 2.51783
H 1.05979 -0.95501 2.51519
H 1.71189 -0.87825 0.42362
H -0.52329 1.42237 -3.03638
H -1.25431 -0.82483 0.80341
H -0.27362 0.54582 -4.27749
```

As for the highest occupied orbital energy: -0.3638 hartree. The SMILES is N[C@@H](C=O)CO.O. Its total charge is 0. The LUMO energy is 0.46 eV. The gap between HOMO and LUMO comes out at 0.3806 Eh.

***

Quick one: most stable of them? version ii

***

Version i
Molecular formula: CHCl2NO
Method: DFT, ωB97M-V/def2-TZVPD

```
6
CHCl2NO | the Open Molecules 2025 dataset | ωB97M-V/def2-TZVPD
Cl -0.17573 -2.46197 -1.18002
Cl -0.00942 1.06442 -0.97720
O -0.50793 1.20898 1.53043
N -0.01576 0.28535 0.57406
C 0.73170 1.09679 1.50727
H -0.02286 -1.19356 -1.45453
```

As for the highest occupied orbital energy: -0.4192 hartree. Its total charge is 0. The LUMO energy is -0.56 eV. The gap between HOMO and LUMO comes out at 0.3987 Eh.

***

Version ii
Molecular formula: CHCl2NO
Method: DFT, ωB97M-V/def2-TZVPD

```
6
CHCl2NO | the Open Molecules 2025 dataset | ωB97M-V/def2-TZVPD
Cl -1.19398 -3.16843 0.22890
Cl -0.46186 0.49110 -0.52418
O -2.04387 -1.57136 -3.22740
N -1.70668 -2.06353 -2.20898
C -1.53255 -2.25907 -1.06907
H -0.65785 -0.34651 0.47379
```

As for the highest occupied orbital energy: -0.3588 hartree. The SMILES is [O-][N+]#CCl.Cl. Its total charge is 0. The LUMO energy is 0.12 eV. The gap between HOMO and LUMO comes out at 0.3632 Eh.

***

Quick one: most stable of them? version ii

***

Version i
Molecular formula: C17H19NO2
Method: DFT, ωB97M-V/def2-TZVPD

```
39
C17H19NO2 | the Open Molecules 2025 dataset | ωB97M-V/def2-TZVPD
O 1.56474 5.50800 -3.60420
O 0.72624 4.19457 -5.77627
N -0.64224 -2.50373 2.92008
C 0.12774 -1.39910 3.50342
C -1.86122 -4.85895 1.96539
C -2.59443 -3.96798 2.97986
C 0.23264 2.28021 -4.44223
C 0.15526 -3.37610 2.04071
C -0.77897 -4.13272 1.15699
C 0.32613 -0.37696 2.47586
C 0.16122 1.67196 -3.15762
C 1.05048 4.26385 -3.40636
C 0.35545 1.15694 0.35115
C 0.86679 3.70976 -2.14877
C 0.43961 2.37199 -2.00622
C 2.48252 5.99085 -2.63502
C 0.35611 0.36562 1.54034
C -1.54187 -3.21931 3.83158
C 0.67682 3.58650 -4.55905
C 0.34310 1.69202 -0.75794
H 1.90903 6.13266 -1.67778
H -3.18462 -3.20221 2.47706
H -2.01478 -2.49298 4.52476
H -0.16816 0.62483 -3.05121
H -1.40596 -5.70734 2.53369
H 2.85724 6.96489 -2.94035
H 3.33853 5.33333 -2.45956
H -1.02817 -3.92410 4.50590
H -2.61908 -5.28162 1.29387
H 0.82043 -2.80791 1.36653
H -0.16364 -4.88547 0.61021
H 1.13001 -1.77709 3.86948
H 0.79227 -4.08416 2.56588
H 1.00952 4.31751 -1.28937
H 1.19449 5.03027 -5.60585
H -3.22599 -4.56566 3.61302
H -1.23906 -3.40800 0.41641
H -0.02939 1.71808 -5.35733
H -0.41877 -0.94243 4.33291
```

As for the highest occupied orbital energy: -0.2938 hartree. The SMILES is COc1cc(C#CC#CCN2CCCCC2)ccc1O. Its total charge is 0. The LUMO energy is 0.77 eV. The gap between HOMO and LUMO comes out at 0.3223 Eh.

***

Version ii
Molecular formula: C17H19NO2
Method: DFT, ωB97M-V/def2-TZVPD

```
39
C17H19NO2 | the Open Molecules 2025 dataset | ωB97M-V/def2-TZVPD
O -2.74545 1.82449 0.02127
O -2.43961 -0.72596 1.26798
N 0.68772 0.47125 0.24769
C -4.69141 1.01263 -1.05959
C -0.56375 0.82197 -0.39844
C 5.64171 0.64612 -0.95384
C 4.13250 -1.20095 -0.70357
C -1.53420 1.43099 0.63546
C 5.01206 1.29409 0.09489
C -5.58475 -0.00397 -1.33771
C 5.19971 -0.60462 -1.35090
C -3.46135 -0.46408 0.39073
C 3.94515 0.69476 0.74174
C -3.61764 0.79051 -0.20665
C 1.02675 -0.93890 0.20648
C -1.82251 0.44017 1.76540
C -5.40735 -1.25761 -0.77506
C 3.49318 -0.55955 0.35069
C -4.35314 -1.48484 0.08875
C 2.30473 -1.19295 1.01558
H 1.45890 1.01512 -0.12177
H 3.79209 -2.17846 -1.01574
H 3.45719 1.20234 1.56178
H 2.16926 -0.77890 2.01531
H 5.35301 2.26949 0.41070
H 0.19717 -1.49508 0.65168
H -0.42596 1.55621 -1.19882
H -1.09685 2.34407 1.05066
H 1.17139 -1.30892 -0.82424
H 5.68897 -1.11707 -2.16656
H -6.41491 0.18127 -2.00174
H -6.09518 -2.05770 -1.00117
H -4.79951 1.99276 -1.49620
H 6.47492 1.11251 -1.45852
H -1.03732 -0.06266 -0.83993
H 2.45434 -2.27090 1.09781
H -0.89239 0.12876 2.23993
H -2.47723 0.92122 2.50558
H -4.20026 -2.44758 0.55031
```

As for the highest occupied orbital energy: -0.3015 hartree. The SMILES is c1ccc(CCNC[C@@H]2COc3ccccc3O2)cc1. Its total charge is 0. The LUMO energy is 0.86 eV. The gap between HOMO and LUMO comes out at 0.3330 Eh.

***

Quick one: most stable of them? version ii